Density functional theory data (ωB97M-V with the def2-TZVPD basis set) for a 4-piece molecular cluster, C33H75Cl2N3O16P3S overall at a distorted geometry.

Properties
Maximum force (hartree/bohr): 0.1552
HOMO energy (Ha): -0.407
LUMO (eV): -4.26
Charge: +1

Element x y z (Å)
C  0.98  -4.83  -0.55
C  1.22  -3.90  0.37
C  0.38  -2.66  0.69
C  -1.03  -3.14  1.09
C  -1.89  -3.96  0.11
C  -3.37  -3.92  0.53
Cl  -4.01  -5.54  0.90
C  1.07  -2.12  2.03
C  0.11  -1.56  3.10
N  -0.39  -2.58  4.04
C  2.18  -1.07  1.87
C  3.34  -1.40  2.84
O  3.04  -1.10  4.16
C  3.18  0.28  4.48
N  2.80  -0.82  0.52
C  3.13  0.65  0.51
C  4.16  1.12  -0.52
C  3.90  2.62  -0.72
C  4.42  3.02  -2.11
C  2.00  -1.17  -0.70
C  2.73  -2.03  -1.75
C  4.26  -2.12  -1.69
C  4.71  -3.25  -0.73
S  4.78  -4.82  -1.59
O  3.77  -4.90  -2.59
O  6.11  -4.94  -2.07
O  4.58  -5.95  -0.49
C  0.49  -1.55  -0.39
Cl  -0.11  -2.10  -2.01
C  -0.23  -0.21  -0.12
C  -1.71  -0.11  0.24
C  -2.75  -0.70  -0.71
C  -4.14  -0.53  -0.09
N  -5.19  -1.18  -0.89
H  0.20  -4.68  -1.29
H  1.51  -5.77  -0.57
H  2.16  -4.03  0.91
H  -0.89  -3.80  1.94
H  -1.68  -2.35  1.47
H  -1.84  -3.66  -0.93
H  -1.60  -5.00  0.18
H  -3.55  -3.26  1.37
H  -3.96  -3.53  -0.30
H  1.52  -2.99  2.51
H  0.63  -0.84  3.72
H  -0.74  -1.04  2.68
H  -0.06  -3.50  3.82
H  -0.11  -2.35  4.98
H  1.79  -0.12  2.23
H  4.25  -0.86  2.55
H  3.58  -2.46  2.78
H  4.12  0.69  4.10
H  3.17  0.35  5.56
H  2.32  0.85  4.13
H  3.72  -1.27  0.54
H  2.23  1.23  0.37
H  3.51  0.93  1.50
H  5.20  0.96  -0.23
H  3.92  0.66  -1.48
H  2.82  2.75  -0.76
H  4.35  3.21  0.07
H  5.38  2.53  -2.24
H  4.49  4.09  -2.25
H  3.78  2.58  -2.88
H  1.87  -0.21  -1.20
H  2.39  -3.06  -1.80
H  2.48  -1.63  -2.73
H  4.65  -2.38  -2.67
H  4.79  -1.23  -1.36
H  4.12  -3.28  0.19
H  5.73  -3.03  -0.43
H  4.15  -5.58  0.30
H  0.32  0.37  0.64
H  -0.10  0.38  -1.03
H  -1.92  0.97  0.24
H  -1.95  -0.39  1.26
H  -2.75  -0.08  -1.61
H  -2.59  -1.74  -0.98
H  -4.31  0.55  -0.02
H  -4.10  -0.90  0.94
H  -5.78  -0.44  -1.24
H  -5.79  -1.66  -0.22
C  2.18  4.66  -7.51
O  1.64  3.67  -6.63
P  2.65  2.46  -6.09
O  3.62  3.35  -5.36
O  3.13  2.13  -7.63
C  2.19  1.70  -8.62
O  3.29  1.02  -5.52
C  4.49  0.54  -6.12
H  1.86  5.62  -7.12
H  3.26  4.61  -7.56
H  1.76  4.52  -8.51
H  2.27  2.36  -9.48
H  1.16  1.72  -8.26
H  2.44  0.69  -8.94
H  5.19  1.35  -6.28
H  4.29  0.03  -7.06
H  4.91  -0.18  -5.42
C  -8.04  0.34  4.88
O  -8.03  -0.86  4.11
P  -8.33  -0.75  2.48
O  -7.13  0.11  2.14
O  -9.69  0.13  2.76
C  -10.78  -0.42  3.50
O  -8.76  -1.03  0.89
C  -9.45  0.00  0.19
H  -7.14  0.32  5.50
H  -8.04  1.23  4.25
H  -8.91  0.35  5.53
H  -11.02  0.26  4.32
H  -10.56  -1.40  3.91
H  -11.66  -0.49  2.85
H  -9.01  0.97  0.41
H  -10.52  0.01  0.43
H  -9.34  -0.23  -0.87
C  0.70  5.38  0.22
O  1.83  5.09  1.05
P  1.58  4.19  2.42
O  1.22  2.91  1.71
O  0.29  5.06  2.90
C  0.40  6.47  3.17
O  1.81  3.50  3.91
C  0.66  3.14  4.66
H  1.00  5.15  -0.80
H  -0.17  4.78  0.49
H  0.45  6.44  0.29
H  -0.35  7.00  2.58
H  1.38  6.86  2.93
H  0.19  6.65  4.23
H  -0.09  2.67  4.02
H  0.23  4.00  5.18
H  1.00  2.42  5.41



Density functional theory data (ωB97M-V with the def2-TZVPD basis set) for one molecule with the formula CHN3O2 at a distorted geometry.

Properties
ΔE to the lowest compared entry with this formula, charge and spin (kcal per mole): 67.6
Maximum force (hartree/bohr): 0.0283
HOMO energy (spin up / spin down) (Ha): -0.362 / -0.362
LUMO (spin up / spin down) (eV): -0.04 / -0.04

Element x y z (Å)
O  1.61  -0.32  -0.61
C  0.41  -0.27  -0.07
N  -0.35  -0.98  0.60
O  -1.54  -0.80  0.89
N  -1.71  1.02  -0.15
N  -0.66  1.10  -0.56
H  2.22  0.24  -0.10